Molecular formula: C26H21Cl2NO2
Method: DFT, the ωB97M-V functional and the def2-TZVPD basis

CARTESIAN COORDINATES (ANGSTROEM)
Cl (-7.223, 3.225, 0.952)
C (-5.690, 2.471, 1.081)
C (-5.618, 1.073, 1.220)
C (-4.378, 0.460, 1.311)
C (-3.177, 1.209, 1.222)
C (-1.924, 0.527, 1.276)
C (-0.684, 1.128, 1.135)
C (0.525, 0.459, 1.266)
C (1.750, 1.179, 1.470)
C (2.778, 0.673, 2.304)
C (3.929, 1.405, 2.543)
C (4.086, 2.668, 1.946)
Cl (5.536, 3.550, 2.194)
C (3.079, 3.206, 1.128)
C (1.918, 2.482, 0.923)
C (-3.279, 2.626, 1.173)
C (-4.519, 3.250, 1.084)
H (-6.527, 0.484, 1.249)
H (-4.305, -0.616, 1.458)
H (-1.946, -0.546, 1.486)
H (-0.651, 2.208, 0.937)
H (0.529, -0.645, 1.314)
H (2.613, -0.283, 2.806)
H (4.692, 1.038, 3.224)
H (3.212, 4.191, 0.691)
H (1.130, 2.920, 0.310)
H (-2.381, 3.241, 1.234)
H (-4.613, 4.328, 1.016)
C (-0.349, -5.452, 0.928)
C (-0.630, -4.535, -0.233)
O (0.289, -3.440, -0.079)
C (0.129, -2.513, -1.051)
C (1.222, -1.556, -1.079)
C (1.392, -0.713, -2.223)
C (0.354, -0.442, -3.148)
C (0.605, 0.372, -4.251)
C (1.886, 0.916, -4.447)
C (2.926, 0.609, -3.562)
C (2.685, -0.196, -2.461)
C (2.319, -1.854, -0.282)
N (3.299, -2.061, 0.331)
O (-0.822, -2.567, -1.832)
H (-1.021, -6.305, 0.928)
H (0.680, -5.822, 0.892)
H (-0.448, -4.928, 1.882)
H (-0.435, -5.013, -1.205)
H (-1.655, -4.150, -0.247)
H (-0.615, -0.916, -3.019)
H (-0.182, 0.576, -4.980)
H (2.077, 1.579, -5.294)
H (3.938, 0.981, -3.733)
H (3.493, -0.482, -1.786)

Properties
Total charge = 0
Highest occupied orbital energy = -6.55 eV
LUMO level = -2.83 eV
Energy above the lowest of the compared OMol25 structures with the same formula, charge and spin = 0.000 eV

***

Molecular formula: C26H21CoN7S
Method: DFT, the ωB97M-V functional and the def2-TZVPD basis

CARTESIAN COORDINATES (ANGSTROEM)
Co (-0.672, 0.064, 0.542)
C (3.401, -1.761, -0.770)
C (2.051, -1.190, -0.390)
N (1.293, 0.392, 0.808)
N (1.678, 1.536, 1.516)
C (0.699, 2.054, 2.203)
N (1.000, 3.130, 2.968)
S (-0.976, 1.528, 2.258)
C (0.899, -1.884, -1.050)
C (1.049, -3.077, -1.757)
C (-0.052, -3.685, -2.327)
C (-1.299, -3.095, -2.182)
C (-1.378, -1.930, -1.445)
N (-0.317, -1.348, -0.889)
H (4.181, -1.102, -0.398)
H (3.512, -1.870, -1.852)
H (3.547, -2.733, -0.295)
H (1.956, 3.430, 3.030)
H (0.278, 3.601, 3.477)
H (2.026, -3.524, -1.848)
H (0.060, -4.612, -2.873)
H (-2.189, -3.525, -2.618)
H (-2.329, -1.436, -1.282)
C (-1.183, -3.279, 3.029)
C (-1.455, -2.145, 2.260)
N (-0.468, -1.441, 1.723)
C (0.818, -1.772, 1.937)
C (1.192, -2.852, 2.790)
C (0.114, -3.629, 3.286)
C (2.533, -3.031, 3.138)
C (3.427, -2.001, 2.801)
C (3.114, -0.955, 1.979)
C (1.850, -0.964, 1.236)
N (1.968, 0.280, -0.464)
C (1.501, 0.976, -1.593)
C (2.396, 1.073, -2.635)
C (2.122, 1.804, -3.800)
C (0.964, 2.513, -3.909)
C (0.006, 2.444, -2.876)
C (-1.208, 3.164, -2.959)
C (-2.139, 3.047, -1.975)
C (-1.877, 2.166, -0.915)
N (-0.767, 1.473, -0.808)
C (0.228, 1.628, -1.736)
H (-2.005, -3.853, 3.437)
H (-2.463, -1.791, 2.086)
H (0.335, -4.486, 3.911)
H (2.820, -3.829, 3.808)
H (4.418, -2.015, 3.244)
H (3.812, -0.152, 1.790)
H (3.364, 0.604, -2.514)
H (2.864, 1.841, -4.587)
H (0.761, 3.133, -4.773)
H (-1.374, 3.807, -3.816)
H (-3.072, 3.592, -1.997)
H (-2.601, 2.024, -0.122)

Properties
Total charge = 0
Highest occupied orbital energy (spin up / spin down) = -5.43 / -5.43 eV
LUMO level (spin up / spin down) = -0.39 / -0.39 eV
<S²> = 0.76
Energy above the lowest of the compared OMol25 structures with the same formula, charge and spin = 0.011 eV
2S+1 = 2

***

Molecular formula: C26H21F3IO4
Method: DFT, the ωB97M-V functional and the def2-TZVPD basis

CARTESIAN COORDINATES (ANGSTROEM)
F (6.142, 2.390, 1.846)
C (5.696, 1.193, 2.357)
F (6.564, 0.222, 1.938)
F (5.813, 1.275, 3.725)
C (4.279, 0.926, 1.920)
C (3.933, -0.232, 1.211)
C (2.611, -0.495, 0.875)
C (1.592, 0.440, 1.062)
C (0.119, 0.031, 0.455)
C (-0.917, 0.884, 1.294)
C (-1.775, 0.221, 2.158)
C (-2.769, 0.943, 2.808)
C (-2.850, 2.325, 2.711)
C (-1.893, 3.004, 1.977)
C (-0.914, 2.295, 1.273)
C (1.931, 1.565, 1.860)
C (3.271, 1.848, 2.173)
H (4.709, -0.935, 0.926)
H (2.336, -1.508, 0.578)
H (-0.019, -1.042, 0.738)
H (-1.620, -0.856, 2.323)
H (-3.516, 0.375, 3.375)
H (-3.690, 2.855, 3.168)
H (-1.910, 4.110, 1.915)
H (-0.113, 2.851, 0.772)
H (1.186, 2.183, 2.358)
H (3.523, 2.795, 2.656)
C (1.377, -2.754, -1.690)
C (1.613, -1.633, -2.674)
C (2.559, -1.949, -3.821)
O (0.336, -1.264, -3.197)
C (-0.572, -0.838, -2.220)
O (-1.715, -0.952, -2.612)
C (-0.005, 0.052, -0.984)
I (-1.912, 1.745, -1.604)
C (-3.413, 0.283, -1.034)
C (-4.694, 0.596, -1.477)
C (-5.721, -0.338, -1.309)
C (-5.469, -1.558, -0.676)
C (-4.173, -1.870, -0.252)
C (-3.134, -0.959, -0.475)
C (1.239, 0.576, -1.688)
O (1.437, 1.750, -1.824)
O (2.146, -0.416, -2.047)
H (0.684, -2.425, -0.900)
H (0.905, -3.584, -2.233)
H (2.306, -3.108, -1.239)
H (2.701, -1.056, -4.429)
H (3.528, -2.258, -3.425)
H (2.172, -2.750, -4.447)
H (-4.861, 1.541, -1.972)
H (-6.718, -0.114, -1.681)
H (-6.272, -2.284, -0.526)
H (-3.946, -2.832, 0.219)
H (-2.116, -1.264, -0.237)

Properties
Total charge = +1
Highest occupied orbital energy = -12.07 eV
LUMO level = -6.09 eV

***

Energy values (in eV) by entry order: -57930.1566, -86195.0099, -51735.2544.